This record from the OMol25 dataset describes a 11-piece molecular cluster, C66H165N11 overall in a non-equilibrium geometry. The level of theory is ωB97M-V/def2-TZVPD.

Structure (XYZ):
```
242
Properties=species:S:1:pos:R:3:lowdin_charge:R:1
C -0.302 3.843 -3.150 -0.085
C -1.215 5.066 -3.206 -0.233
N -0.457 6.288 -2.926 -0.194
C 0.221 6.269 -1.552 -0.181
C 1.781 6.094 -1.746 -0.064
C -1.169 7.493 -3.219 -0.280
C -0.263 8.750 -3.223 -0.072
H 0.476 3.841 -3.913 0.063
H -0.917 2.957 -3.307 0.056
H 0.201 3.739 -2.189 0.053
H -1.667 4.949 -4.191 0.100
H -2.042 5.030 -2.498 0.099
H -0.015 7.160 -0.970 0.102
H -0.182 5.447 -0.960 0.059
H 2.163 5.146 -2.122 0.055
H 2.199 6.876 -2.381 0.066
H 2.301 6.152 -0.789 0.043
H -2.007 7.576 -2.526 0.107
H -1.559 7.307 -4.220 0.107
H 0.069 8.997 -2.215 0.063
H -0.835 9.566 -3.664 0.067
H 0.556 8.557 -3.917 0.066
C 0.823 5.732 -6.255 -0.072
C -0.412 5.276 -7.130 -0.203
N -0.011 4.119 -7.993 -0.174
C -1.086 3.827 -9.023 -0.247
C -0.626 2.900 -10.133 -0.111
C 0.558 2.924 -7.404 -0.283
C -0.365 2.037 -6.623 -0.078
H 1.637 6.140 -6.853 0.071
H 1.227 4.942 -5.622 0.040
H 0.481 6.536 -5.604 0.045
H -1.216 4.960 -6.465 0.087
H -0.741 6.151 -7.691 0.107
H -2.024 3.475 -8.595 0.102
H -1.351 4.774 -9.493 0.105
H -0.563 1.825 -9.966 0.065
H -1.323 2.925 -10.970 0.069
H 0.365 3.216 -10.459 0.078
H 1.410 3.144 -6.761 0.102
H 1.023 2.379 -8.226 0.104
H 0.204 1.195 -6.229 0.073
H -1.194 1.722 -7.257 0.070
H -0.758 2.528 -5.733 0.053
C -2.091 -3.066 4.948 -0.092
C -1.168 -1.895 5.207 -0.272
N 0.202 -2.192 4.833 -0.174
C 0.823 -3.326 5.533 -0.238
C 0.906 -3.148 7.064 -0.070
C 1.064 -0.957 4.847 -0.235
C 2.536 -1.217 4.576 -0.102
H -1.987 -3.917 5.621 0.061
H -1.915 -3.600 4.015 0.059
H -3.119 -2.709 4.883 0.076
H -1.524 -1.074 4.585 0.112
H -1.325 -1.604 6.245 0.108
H 0.349 -4.286 5.329 0.075
H 1.816 -3.402 5.088 0.093
H 1.656 -3.860 7.407 0.071
H 1.327 -2.181 7.337 0.065
H -0.065 -3.311 7.531 0.068
H 0.989 -0.356 5.754 0.092
H 0.719 -0.352 4.008 0.095
H 3.103 -0.325 4.310 0.058
H 2.685 -1.845 3.698 0.075
H 3.063 -1.695 5.403 0.073
C 0.604 -10.274 4.967 -0.105
C 0.839 -9.543 3.673 -0.274
N -0.418 -8.985 3.142 -0.179
C -0.273 -8.646 1.718 -0.284
C -1.574 -8.258 1.086 -0.096
C -1.093 -7.989 4.007 -0.223
C -0.370 -6.617 4.177 -0.070
H -0.070 -11.110 4.781 0.079
H 0.194 -9.661 5.769 0.061
H 1.547 -10.675 5.338 0.072
H 1.598 -8.780 3.840 0.100
H 1.327 -10.256 3.009 0.114
H 0.011 -9.532 1.150 0.109
H 0.530 -7.920 1.592 0.112
H -1.387 -8.338 0.015 0.042
H -1.919 -7.258 1.349 0.071
H -2.243 -9.093 1.297 0.086
H -2.150 -7.900 3.756 0.107
H -1.226 -8.465 4.979 0.088
H 0.716 -6.698 4.153 0.067
H -0.598 -5.975 3.326 0.055
H -0.699 -6.169 5.114 0.057
C -3.693 1.441 -1.324 -0.079
C -3.730 -0.095 -1.443 -0.233
N -4.815 -0.511 -2.381 -0.169
C -4.698 -1.993 -2.616 -0.225
C -4.919 -2.931 -1.366 -0.075
C -6.210 -0.124 -2.004 -0.266
C -7.307 -0.588 -2.971 -0.096
H -4.657 1.857 -1.029 0.052
H -3.429 1.930 -2.261 0.071
H -2.949 1.798 -0.612 0.043
H -2.822 -0.443 -1.937 0.085
H -3.792 -0.605 -0.482 0.101
H -5.361 -2.270 -3.436 0.090
H -3.737 -2.096 -3.119 0.100
H -4.929 -3.959 -1.727 0.059
H -4.158 -2.802 -0.596 0.049
H -5.853 -2.783 -0.824 0.061
H -6.259 0.964 -2.044 0.095
H -6.516 -0.457 -1.012 0.105
H -7.054 -0.266 -3.981 0.079
H -8.212 -0.133 -2.571 0.073
H -7.369 -1.675 -2.921 0.058
C 0.029 0.274 -2.544 -0.065
C 0.732 -0.776 -1.641 -0.209
N -0.178 -1.097 -0.497 -0.166
C 0.260 -2.350 0.150 -0.235
C -0.596 -2.844 1.343 -0.073
C -0.386 0.049 0.429 -0.225
C 0.863 0.558 1.107 -0.077
H 0.628 0.520 -3.421 0.058
H -0.106 1.256 -2.091 0.041
H -0.899 -0.070 -3.001 0.066
H 1.135 -1.634 -2.179 0.079
H 1.609 -0.327 -1.174 0.074
H 0.199 -3.082 -0.656 0.090
H 1.297 -2.253 0.471 0.095
H -1.657 -2.637 1.202 0.069
H -0.474 -3.919 1.471 0.059
H -0.264 -2.385 2.274 0.046
H -1.113 -0.391 1.111 0.101
H -0.900 0.872 -0.068 0.086
H 1.608 1.015 0.455 0.059
H 1.417 -0.247 1.591 0.062
H 0.715 1.235 1.948 0.054
C 4.723 5.052 3.608 -0.086
C 3.941 4.653 2.348 -0.250
N 4.812 4.612 1.185 -0.178
C 5.385 5.888 0.857 -0.286
C 6.362 5.757 -0.237 -0.097
C 4.127 3.942 0.080 -0.263
C 4.415 2.454 0.164 -0.084
H 4.962 6.115 3.569 0.063
H 5.666 4.526 3.757 0.081
H 4.202 4.883 4.550 0.047
H 3.447 3.713 2.593 0.096
H 3.145 5.384 2.207 0.110
H 4.656 6.684 0.711 0.122
H 5.965 6.145 1.743 0.103
H 5.792 5.775 -1.166 0.062
H 7.104 6.549 -0.334 0.079
H 6.855 4.787 -0.298 0.087
H 4.413 4.190 -0.942 0.106
H 3.044 4.060 0.073 0.094
H 5.473 2.216 0.050 0.074
H 3.944 1.947 -0.678 0.050
H 4.139 2.042 1.134 0.068
C -1.554 -5.074 -2.018 -0.064
C -1.898 -6.359 -2.813 -0.245
N -1.074 -7.524 -2.485 -0.179
C -1.647 -8.720 -3.157 -0.262
C -3.055 -9.177 -2.732 -0.081
C 0.314 -7.270 -2.899 -0.255
C 1.208 -8.441 -2.498 -0.088
H -0.645 -4.594 -2.382 0.044
H -1.523 -5.331 -0.959 0.073
H -2.399 -4.394 -2.123 0.054
H -2.976 -6.471 -2.694 0.105
H -1.673 -6.189 -3.866 0.109
H -0.995 -9.541 -2.860 0.094
H -1.625 -8.760 -4.246 0.112
H -3.173 -10.173 -3.159 0.074
H -3.879 -8.532 -3.039 0.062
H -3.020 -9.195 -1.643 0.063
H 0.387 -7.164 -3.982 0.112
H 0.702 -6.378 -2.408 0.095
H 2.266 -8.189 -2.561 0.069
H 0.972 -8.761 -1.483 0.070
H 1.122 -9.279 -3.189 0.066
C 5.545 -3.564 -0.902 -0.079
C 4.153 -2.945 -0.806 -0.255
N 3.424 -2.714 -2.069 -0.196
C 4.038 -1.728 -2.960 -0.233
C 4.419 -0.398 -2.286 -0.090
C 3.095 -3.977 -2.707 -0.264
C 2.097 -3.798 -3.843 -0.077
H 5.626 -4.393 -1.605 0.061
H 5.857 -4.000 0.047 0.073
H 6.232 -2.777 -1.213 0.067
H 3.484 -3.537 -0.182 0.102
H 4.223 -2.009 -0.251 0.099
H 4.885 -2.216 -3.442 0.116
H 3.307 -1.368 -3.685 0.103
H 5.193 -0.495 -1.525 0.061
H 4.892 0.353 -2.919 0.078
H 3.549 0.067 -1.820 0.043
H 2.617 -4.656 -2.000 0.109
H 4.036 -4.448 -2.993 0.101
H 1.889 -4.785 -4.256 0.064
H 2.495 -3.184 -4.651 0.068
H 1.167 -3.390 -3.447 0.057
C 1.190 5.714 6.783 -0.077
C 0.801 4.974 5.483 -0.258
N 0.076 3.726 5.633 -0.181
C -1.142 3.857 6.468 -0.247
C -2.135 2.702 6.294 -0.089
C 0.908 2.628 6.114 -0.246
C 2.135 2.413 5.187 -0.069
H 0.279 6.089 7.250 0.061
H 1.833 6.583 6.644 0.070
H 1.640 5.052 7.523 0.067
H 0.019 5.578 5.023 0.102
H 1.647 4.919 4.798 0.089
H -0.931 3.961 7.533 0.110
H -1.644 4.774 6.159 0.110
H -2.287 2.412 5.254 0.057
H -1.845 1.841 6.897 0.065
H -3.116 3.028 6.640 0.072
H 0.296 1.727 6.067 0.080
H 1.167 2.639 7.173 0.113
H 2.905 3.131 5.468 0.057
H 1.834 2.405 4.139 0.070
H 2.708 1.506 5.385 0.052
C -0.116 4.130 1.421 -0.073
C -1.457 3.819 2.185 -0.218
N -2.613 3.961 1.266 -0.167
C -2.940 5.362 0.947 -0.254
C -4.042 5.456 -0.038 -0.100
C -3.741 3.226 1.856 -0.257
C -4.305 3.802 3.203 -0.062
H 0.040 5.185 1.196 0.053
H -0.030 3.569 0.490 0.060
H 0.762 3.898 2.024 0.044
H -1.417 2.799 2.566 0.103
H -1.539 4.438 3.079 0.094
H -3.134 5.898 1.876 0.110
H -2.064 5.798 0.467 0.097
H -3.798 4.943 -0.968 0.065
H -5.045 5.152 0.259 0.072
H -4.284 6.472 -0.350 0.075
H -3.627 2.148 1.974 0.107
H -4.536 3.229 1.111 0.081
H -4.611 4.842 3.091 0.063
H -3.536 3.716 3.970 0.036
H -5.175 3.209 3.485 0.073
```

HOMO-LUMO gap	8.49	eV
E_HOMO	-7.894	eV
relative energy (zero: lowest compared OMol25 entry of this formula, charge and spin)	81.81	kcal per mole
SMILES	CCN(CC)CC.CCN(CC)CC.CCN(CC)CC.CCN(CC)CC.CCN(CC)CC.CCN(CC)CC.CCN(CC)CC.CCN(CC)CC.CCN(CC)CC.CCN(CC)CC.CCN(CC)CC